Computed, not measured: one molecule with the formula C24H28N2O6, with ωB97M-V/def2-TZVPD.

The geometry in XYZ format:
```
60
C24H28N2O6 | the Open Molecules 2025 dataset | ωB97M-V/def2-TZVPD
C -5.125 0.844 2.017
O -3.754 1.093 1.811
C -2.978 0.211 1.126
C -1.636 0.581 1.033
C -0.698 -0.187 0.368
C 0.737 0.314 0.286
C 1.535 -0.465 -0.734
C 2.310 -1.648 -0.274
O 2.078 -2.778 -0.676
N 3.253 -1.399 0.666
C 3.830 -0.107 0.958
C 5.305 -0.109 0.528
O 6.024 -1.158 1.130
C 5.465 -2.411 0.800
C 4.004 -2.495 1.246
C 1.396 -0.149 -2.031
C 1.987 -0.899 -3.181
N 0.725 1.024 -2.373
C 0.602 2.035 -1.467
C 0.736 1.763 -0.144
C 0.905 2.806 0.847
O 1.239 2.577 1.997
C 0.699 4.228 0.351
C -0.200 4.288 -0.876
C 0.390 3.422 -1.984
C -1.099 -1.386 -0.208
C -2.421 -1.772 -0.125
C -3.365 -0.989 0.524
O -4.690 -1.454 0.583
C -5.356 -1.630 -0.569
C -6.710 -2.235 -0.296
O -4.932 -1.337 -1.652
H -5.292 -0.113 2.518
H -5.686 0.869 1.077
H -5.469 1.654 2.659
H -1.350 1.506 1.510
H 1.173 0.238 1.287
H 3.300 0.680 0.423
H 3.766 0.083 2.035
H 5.794 0.816 0.838
H 5.358 -0.201 -0.570
H 6.071 -3.160 1.311
H 5.525 -2.573 -0.287
H 3.550 -3.429 0.913
H 3.948 -2.418 2.337
H 2.804 -0.337 -3.635
H 1.224 -1.068 -3.940
H 2.357 -1.862 -2.845
H 0.637 1.239 -3.355
H 0.293 4.822 1.171
H 1.687 4.635 0.112
H -0.305 5.319 -1.217
H -1.192 3.911 -0.618
H -0.276 3.395 -2.851
H 1.347 3.843 -2.313
H -0.390 -2.023 -0.711
H -2.746 -2.698 -0.575
H -7.150 -1.789 0.591
H -7.354 -2.091 -1.159
H -6.584 -3.301 -0.119
```

Output
energy relative to the best compared isomer or geometry (same formula, charge and spin) = 220.5 kJ/mol
HOMO-LUMO gap = 8.77 eV
multiplicity = 1
E = -40607.9379 eV
SMILES string = COc1cc([C@H]2C(C(=O)N3CCOCC3)=C(C)NC3=C2C(=O)CCC3)ccc1OC(C)=O
highest occupied orbital energy = -8.26 eV